# 1
{"formula": "C9H7N2P", "method": "ωB97M-V/def2-TZVPD", "elements": ["C", "C", "C", "C", "C", "C", "C", "C", "C", "N", "N", "P", "H", "H", "H", "H", "H", "H", "H"], "coordinates": [[-2.013, -1.198, 3.031], [1.555, -1.348, -0.393], [0.423, -1.044, 0.315], [2.546, -0.386, -0.593], [2.243, 0.908, -0.178], [-1.331, -0.071, 2.613], [0.186, 0.302, 0.679], [-0.958, 0.723, 1.448], [-2.005, 1.290, 0.452], [-2.616, -2.152, 3.340], [1.096, 1.230, 0.404], [-0.701, 1.450, 3.173], [1.867, -2.370, -0.591], [-0.323, -1.847, 0.674], [3.503, -0.493, -0.923], [2.961, 1.664, -0.223], [-2.902, 1.725, 0.918], [-2.394, 0.501, -0.255], [-1.423, 2.020, -0.149]], "lumo_energy_ev": -1.337, "e_above_lowest_kcal_mol": 32.94}

# 2
{"formula": "C5H12NS", "method": "ωB97M-V/def2-TZVPD", "elements": ["C", "C", "C", "C", "C", "N", "S", "H", "H", "H", "H", "H", "H", "H", "H", "H", "H", "H", "H"], "coordinates": [[-0.285, -2.348, 0.027], [0.548, -1.418, -0.420], [-0.360, 1.263, -1.272], [-1.351, 0.677, 0.900], [1.089, -0.321, 0.408], [-0.146, 0.962, 0.135], [2.643, 0.275, -0.185], [-0.684, -3.105, -0.627], [-0.589, -2.413, 1.060], [0.845, -1.396, -1.460], [-0.989, 0.504, -1.730], [-0.847, 2.234, -1.369], [0.598, 1.308, -1.789], [-2.024, 1.535, 0.878], [-1.865, -0.185, 0.479], [-1.097, 0.470, 1.939], [1.027, -0.462, 1.480], [0.335, 1.761, 0.559], [3.151, 0.659, 0.988]], "lumo_energy_ev": -3.351, "e_above_lowest_kcal_mol": 33.97, "total_charge": 1}

# 3
{"formula": "C16H60N6O14", "method": "ωB97M-V/def2-TZVPD", "elements": ["C", "C", "O", "H", "H", "H", "H", "H", "H", "C", "C", "O", "H", "H", "H", "H", "H", "H", "C", "O", "N", "N", "H", "H", "H", "H", "C", "O", "N", "N", "H", "H", "H", "H", "C", "O", "N", "N", "H", "H", "H", "H", "C", "O", "H", "H", "H", "H", "C", "O", "H", "H", "H", "H", "C", "O", "H", "H", "H", "H", "C", "O", "H", "H", "H", "H", "C", "O", "H", "H", "H", "H", "C", "O", "H", "H", "H", "H", "C", "O", "H", "H", "H", "H", "C", "O", "H", "H", "H", "H", "C", "O", "H", "H", "H", "H"], "coordinates": [[-0.270, 0.331, -4.721], [-1.146, 1.288, -5.489], [-1.608, 0.577, -6.609], [-0.700, -0.532, -4.298], [0.074, 0.925, -3.911], [0.612, -0.189, -5.217], [-0.675, 2.227, -5.818], [-1.962, 1.571, -4.808], [-2.269, -0.055, -6.306], [3.092, 1.567, 1.228], [2.813, 0.258, 2.000], [3.095, 0.562, 3.340], [4.113, 1.914, 1.321], [2.500, 2.423, 1.568], [2.836, 1.366, 0.194], [3.397, -0.651, 1.626], [1.770, -0.072, 1.922], [3.372, -0.329, 3.737], [-3.393, -1.256, -1.780], [-4.729, -1.053, -1.922], [-2.817, -1.183, -0.625], [-2.559, -1.307, -2.763], [-3.417, -1.063, 0.213], [-1.826, -1.206, -0.405], [-2.987, -1.266, -3.717], [-1.592, -1.641, -2.610], [-1.607, -2.645, 3.184], [-1.012, -1.888, 2.260], [-1.574, -3.941, 3.061], [-1.934, -2.230, 4.366], [-1.129, -4.279, 2.164], [-1.894, -4.565, 3.810], [-1.624, -1.311, 4.623], [-2.131, -3.024, 4.982], [1.230, -2.256, -2.664], [-0.078, -2.663, -2.509], [2.098, -2.705, -3.519], [1.743, -1.300, -1.996], [1.696, -3.488, -4.111], [3.021, -2.350, -3.702], [1.072, -0.798, -1.399], [2.661, -0.897, -2.241], [3.315, 0.870, -3.931], [2.739, 1.697, -2.929], [3.297, 1.374, -4.920], [2.701, -0.038, -4.067], [4.316, 0.599, -3.690], [3.405, 1.842, -2.241], [-3.327, 2.138, -1.583], [-2.300, 1.546, -2.344], [-3.628, 3.157, -1.776], [-3.168, 1.937, -0.588], [-4.180, 1.625, -1.872], [-2.164, 0.610, -2.221], [-0.159, 0.755, -0.207], [-0.073, -0.666, -0.064], [0.270, 1.268, 0.615], [-1.196, 1.080, -0.199], [0.476, 1.121, -1.064], [0.315, -0.826, 0.793], [1.113, 4.200, -0.845], [1.706, 4.369, 0.436], [1.459, 4.928, -1.540], [0.072, 4.193, -0.761], [1.326, 3.208, -1.221], [2.643, 4.312, 0.298], [1.897, -3.107, 3.444], [1.057, -3.001, 4.542], [1.319, -2.573, 2.637], [2.222, -4.134, 3.112], [2.787, -2.560, 3.700], [0.163, -3.114, 4.201], [3.337, -3.023, 0.386], [1.933, -2.679, 0.269], [3.637, -3.938, -0.114], [3.544, -3.234, 1.425], [3.948, -2.249, 0.133], [1.904, -2.273, -0.599], [-3.191, 0.471, 2.137], [-3.988, -0.674, 1.871], [-3.170, 0.778, 3.165], [-3.475, 1.251, 1.564], [-2.176, 0.266, 1.767], [-4.904, -0.501, 1.931], [-0.017, 0.588, 4.526], [-1.294, 0.308, 5.018], [0.589, -0.307, 4.422], [0.448, 1.313, 5.094], [-0.074, 1.080, 3.533], [-1.744, 1.110, 5.082], [-1.502, 3.349, 1.554], [-2.379, 4.016, 2.462], [-1.397, 2.314, 1.723], [-0.575, 3.793, 1.723], [-1.813, 3.602, 0.563], [-2.340, 4.935, 2.199]], "lumo_energy_ev": -0.114, "e_above_lowest_kcal_mol": 41.60}

Number 1: total energy -21712.3974 eV. Number 2: total energy -17697.2134 eV. Number 3: total energy -55164.5396 eV.